Density functional theory data (ωB97M-V/def2-TZVPD) for 9 unconnected molecules or ions with the total composition C44H57F24N4O17PS2 at a distorted geometry.

Geometry as ORCA input:
```
! wB97M-V def2-TZVPD RIJCOSX def2/J DEFGRID3
* xyz 0 1
N 8.27339 -6.25258 -2.73667
C 9.15978 -6.17247 -1.52670
C 9.75891 -4.71203 -1.23281
C 8.74677 -3.49192 -1.50696
C 7.23408 -3.75613 -1.07137
C 6.12341 -3.16669 -2.01593
P 6.49683 -2.14764 -3.56473
S 6.84710 -0.25502 -3.11726
C 4.57071 -3.38475 -1.69589
C 4.14493 -4.19790 -0.45753
C 2.62966 -4.48232 -0.03441
C 1.55178 -3.51000 -0.72332
C 1.07054 -4.00068 -2.18550
N 0.90336 -5.42911 -2.51709
O 0.83158 -3.10562 -3.06644
C 5.27662 -4.77386 0.50013
N 5.03720 -5.55683 1.71660
S 6.61265 -5.86055 2.36689
N 7.69898 -5.13666 1.23454
C 6.83519 -4.56163 0.23615
H 7.56950 -6.98344 -2.49436
H 8.79261 -6.69166 -3.52692
H 8.66440 -6.64794 -0.59286
H 10.07280 -6.85827 -1.74699
H 10.20296 -4.68014 -0.17513
H 10.65945 -4.56325 -1.96248
H 8.88659 -3.16526 -2.59281
H 9.12303 -2.60398 -0.86015
H 5.42877 -2.16056 -4.52686
H 7.64839 -2.70304 -4.20757
H 3.74163 -2.94826 -2.35528
H 2.38209 -5.55569 -0.39004
H 2.53666 -4.46161 1.10658
H 0.62178 -3.44189 -0.04296
H 1.98409 -2.44000 -0.75854
H 0.38622 -5.53137 -3.40261
H 0.32224 -5.90944 -1.79612
C -1.98593 -1.07454 -1.49409
C -1.39879 -0.30928 -0.32464
O -2.43937 0.17621 0.53913
C -2.93450 -0.71337 1.42413
O -2.56216 -1.85629 1.51904
C -3.99109 -0.05462 2.30780
F -4.85999 0.70089 1.60346
F -3.43822 0.76416 3.23002
F -4.73489 -0.94831 2.98902
H -2.71556 -0.46182 -2.02478
H -1.20259 -1.37529 -2.19273
H -2.50957 -1.97162 -1.15527
H -0.86167 0.56772 -0.69327
H -0.67977 -0.91485 0.23466
C 14.29507 -2.85668 -5.56128
C 15.06099 -3.38102 -4.36253
O 14.72226 -2.64021 -3.17977
C 13.58169 -3.00757 -2.55857
O 12.85799 -3.89565 -2.94120
C 13.37368 -2.17282 -1.29317
F 13.60335 -0.85819 -1.49680
F 14.20419 -2.55363 -0.29816
F 12.12310 -2.26521 -0.80179
H 14.45825 -1.78224 -5.68040
H 14.61141 -3.36581 -6.47414
H 13.21976 -3.00394 -5.43780
H 16.13273 -3.24284 -4.52324
H 14.89347 -4.45130 -4.21275
C -3.28350 3.95439 4.28887
C -1.80584 3.62220 4.35132
O -1.03053 4.62633 3.67719
C -0.76637 5.74438 4.38632
O -1.14004 5.93567 5.51593
C 0.10338 6.69928 3.57193
F -0.32606 6.83177 2.29814
F 1.38419 6.27486 3.50077
F 0.14045 7.94136 4.09117
H -3.60027 4.10084 3.25301
H -3.87838 3.15254 4.73035
H -3.50174 4.88007 4.82180
H -1.61959 2.67965 3.83106
H -1.46415 3.49326 5.38223
C -8.06310 -3.85551 2.63709
C -7.47515 -3.09099 3.80684
O -8.51539 -2.60897 4.67176
C -9.00910 -3.50117 5.55694
O -8.63507 -4.64291 5.64962
C -10.06599 -2.84502 6.44241
F -10.93581 -2.08988 5.73703
F -9.51146 -2.02794 7.36441
F -10.80598 -3.74181 7.12186
H -8.79618 -3.24128 2.10728
H -7.27913 -4.15309 1.93740
H -8.58478 -4.75387 2.97491
H -6.94029 -2.21294 3.43806
H -6.75454 -3.69632 4.36382
C -5.66091 9.54885 6.32226
C -6.95769 8.96533 5.79776
O -6.71520 7.72790 5.10883
C -6.58643 6.63302 5.88769
O -6.65827 6.64332 7.09046
C -6.38418 5.38782 5.02755
F -5.48508 5.58287 4.03608
F -7.53083 4.99658 4.42981
F -5.94529 4.32965 5.73580
H -4.93385 9.65648 5.51277
H -5.83382 10.52732 6.77501
H -5.20872 8.89534 7.07187
H -7.39854 9.64956 5.06957
H -7.69174 8.82923 6.59685
C 2.65385 -5.37415 -5.23565
C 2.23617 -6.55847 -6.08480
O 2.72589 -6.41926 -7.42770
C 4.01087 -6.78221 -7.62887
O 4.74134 -7.19835 -6.76565
C 4.38298 -6.63231 -9.10215
F 3.95457 -5.46421 -9.62787
F 3.84236 -7.61254 -9.85867
F 5.71255 -6.67755 -9.31069
H 2.33557 -4.43715 -5.70099
H 2.21465 -5.44013 -4.23712
H 3.74064 -5.32594 -5.13303
H 1.14592 -6.59607 -6.15082
H 2.56490 -7.50530 -5.64697
C -2.72307 0.34699 -8.13693
C -3.34312 -1.03426 -8.05869
O -3.04582 -1.65374 -6.79755
C -3.82972 -1.28918 -5.76038
O -4.73177 -0.49431 -5.83823
C -3.43822 -2.05751 -4.50036
F -2.09936 -2.09958 -4.31234
F -3.85512 -3.34246 -4.54206
F -3.96361 -1.52436 -3.37718
H -1.64898 0.29678 -7.93919
H -2.88074 0.78536 -9.12463
H -3.15398 1.01598 -7.38863
H -2.91173 -1.67408 -8.83209
H -4.42243 -1.00293 -8.23210
C -10.55795 13.72859 7.70259
C -10.98166 12.54041 6.86164
O -10.48588 12.66549 5.51934
C -9.20378 12.29180 5.32555
O -8.47886 11.87677 6.19505
C -8.82509 12.42718 3.85262
F -9.24253 13.59365 3.31628
F -9.37011 11.44485 3.10234
F -7.49479 12.37008 3.64998
H -10.86766 14.66375 7.22843
H -11.00112 13.67364 8.69914
H -9.47155 13.76964 7.80878
H -12.07151 12.51049 6.79214
H -10.66167 11.59482 7.30823
*
```

Properties
LUMO level in Ha: -0.055
Structure (SMILES): NCCCc1c([PH2]=S)cc(CCC(N)=O)c2nsnc12.CCOC(=O)C(F)(F)F.CCOC(=O)C(F)(F)F.CCOC(=O)C(F)(F)F.CCOC(=O)C(F)(F)F.CCOC(=O)C(F)(F)F.CCOC(=O)C(F)(F)F.CCOC(=O)C(F)(F)F.CCOC(=O)C(F)(F)F
Gap between HOMO and LUMO in eV: 6.76
Largest force on an atom in eV/A: 5.4

Atomic partial charges in e from the Löwdin method, atoms 1 to 6:
1. N -0.027
2. C -0.290
3. C -0.197
4. C -0.181
5. C -0.081
6. C -0.297